1.
{"formula": "C22H20FeN6OS", "method": "ωB97M-V/def2-TZVPD", "elements": ["Fe", "C", "C", "N", "C", "C", "N", "C", "C", "C", "C", "C", "N", "C", "C", "N", "C", "C", "N", "C", "C", "C", "N", "C", "C", "H", "H", "H", "H", "H", "H", "H", "H", "H", "H", "H", "H", "O", "S", "C", "C", "C", "C", "H", "H", "H", "H", "H", "H", "H", "H"], "positions_angstrom": [[0.136041, -0.008630, 0.587779], [-1.618626, 0.009644, 4.556373], [-0.922863, -0.421928, 3.432857], [-0.499982, 0.465940, 2.524248], [-0.764570, 1.772621, 2.714122], [-1.513261, 2.162380, 3.817372], [-1.930119, 1.288067, 4.723712], [-0.156149, 2.660952, 1.709507], [-0.054205, 4.027110, 1.773803], [0.693024, 4.724538, 0.798876], [1.353163, 3.948656, -0.176214], [1.197502, 2.584322, -0.190240], [0.418181, 1.967214, 0.711450], [1.888274, 1.618871, -1.062389], [2.788641, 1.918044, -2.072195], [3.457859, 0.969772, -2.718275], [3.235090, -0.293619, -2.390715], [2.292524, -0.633894, -1.424798], [1.633945, 0.326455, -0.763623], [0.807142, 6.183624, 0.822596], [0.522315, 6.915266, 1.977950], [0.612756, 8.297747, 1.932510], [0.961745, 8.968329, 0.838561], [1.246026, 8.275702, -0.259714], [1.184396, 6.891640, -0.320447], [-1.927039, -0.689560, 5.324233], [-0.694066, -1.469539, 3.278193], [-1.791617, 3.197655, 3.975135], [-0.538280, 4.565516, 2.574909], [2.019448, 4.419104, -0.883751], [2.981342, 2.939681, -2.376290], [3.806858, -1.057115, -2.903903], [2.075533, -1.669123, -1.191949], [0.276347, 6.444241, 2.919687], [0.395758, 8.892003, 2.811542], [1.532336, 8.851360, -1.131237], [1.399371, 6.404748, -1.261617], [-1.449986, -0.399117, -0.146876], [-2.830244, -1.206249, -0.257842], [-3.570122, -0.683362, -1.810827], [-5.055058, -0.670057, -1.454696], [-5.194997, 0.097237, -0.131981], [-4.005543, -0.279583, 0.775210], [-3.300600, -1.398358, -2.586395], [-3.171283, 0.304804, -2.049364], [-5.431167, -1.690369, -1.355977], [-5.616584, -0.195912, -2.257932], [-6.132689, -0.148975, 0.360135], [-5.187210, 1.170758, -0.313770], [-4.275122, -0.924998, 1.609789], [-3.455633, 0.583986, 1.153269]], "forces_ev_per_a": [[0.2, 1.1, 0.4], [0.0, 0.1, 0.1], [0.1, 0.1, 0.0], [-0.1, -0.7, 0.1], [0.0, 0.0, 0.1], [0.0, 0.0, 0.0], [0.0, 0.0, 0.0], [0.0, 0.1, 0.0], [0.0, 0.0, 0.0], [0.0, 0.0, 0.0], [0.1, 0.0, 0.0], [0.0, 0.1, -0.1], [-0.1, 0.1, 0.0], [0.1, 0.0, 0.0], [0.0, 0.0, 0.0], [0.0, 0.0, 0.0], [0.0, 0.0, 0.0], [0.0, 0.1, 0.0], [0.2, -0.6, -0.2], [0.0, 0.0, 0.0], [0.0, 0.0, 0.0], [0.0, 0.0, 0.0], [0.0, -0.1, 0.0], [0.0, 0.0, 0.0], [0.0, 0.0, 0.0], [0.0, 0.0, 0.0], [0.0, 0.0, 0.0], [0.0, 0.0, 0.0], [0.0, 0.0, 0.0], [0.0, 0.0, 0.0], [0.0, 0.0, 0.1], [0.0, 0.0, 0.0], [0.0, 0.0, 0.0], [0.0, 0.0, 0.0], [0.0, 0.0, 0.0], [0.0, 0.0, 0.0], [0.0, 0.0, 0.0], [-0.6, -0.4, -0.3], [0.3, 0.0, 0.0], [0.0, 0.0, -0.2], [0.0, 0.0, 0.1], [0.0, 0.0, -0.1], [-0.1, 0.1, 0.0], [0.0, 0.0, 0.0], [0.0, 0.0, 0.1], [0.0, 0.0, 0.0], [0.0, 0.0, 0.0], [0.0, 0.0, 0.0], [0.0, 0.0, 0.0], [0.0, -0.1, 0.0], [0.0, 0.0, 0.0]], "lowdin_charge": [1.2217, -0.0346, -0.0395, 0.0152, -0.1591, -0.0012, 0.1620, -0.1610, 0.1050, -0.0572, 0.1044, -0.1557, 0.0273, -0.1467, 0.0060, 0.1661, -0.0274, -0.0262, 0.0046, -0.1689, 0.0118, -0.0821, 0.1197, -0.0822, 0.0121, 0.1427, 0.1354, 0.1428, 0.1266, 0.1300, 0.1435, 0.1443, 0.1343, 0.1138, 0.1287, 0.1287, 0.1143, -0.6145, 1.1684, -0.2795, -0.1992, -0.1804, -0.2678, 0.1151, 0.1202, 0.1343, 0.1432, 0.1345, 0.1287, 0.1058, 0.0922], "total_energy_ev": -79321.1300, "multiplicity": 6, "homo_lumo_gap_ev": [6.137, 3.966], "largest_force_ev_per_a": 1.204, "charge": 3, "lumo_energy_ev": [-10.5, -12.7], "relative_energy_ev": 0.1972, "e_homo_ev": [-16.67, -16.67]}

2.
{"formula": "C2H8NS", "method": "ωB97M-V/def2-TZVPD", "elements": ["S", "H", "C", "C", "N", "H", "H", "H", "H", "H", "H", "H"], "positions_angstrom": [[-0.863110, 3.328104, -0.518010], [-2.204014, 3.394161, -0.486287], [0.714743, -1.693760, -0.154181], [-0.219890, -0.495626, -0.024434], [0.272830, 0.475655, 0.958211], [1.672424, -1.490763, -0.643321], [0.243424, -2.516725, -0.694707], [0.977603, -2.049242, 0.841821], [-1.184522, -0.907443, 0.273764], [-0.394442, -0.031485, -0.999980], [-0.251996, 1.327554, 0.741589], [1.236950, 0.659571, 0.705535]], "forces_ev_per_a": [[0.0, 0.0, 0.0], [0.0, 0.0, 0.0], [0.2, -0.1, 0.1], [0.3, -0.4, -0.2], [-0.4, -0.7, -0.3], [-0.1, 0.3, -0.1], [0.0, 0.0, 0.0], [-0.1, -0.1, 0.2], [-0.2, 0.2, 0.3], [0.1, 0.0, -0.1], [0.3, 0.4, 0.2], [0.0, 0.3, 0.0]], "lowdin_charge": [-0.2521, -0.4768, -0.1425, -0.3835, -0.0437, 0.0574, 0.0542, 0.0564, 0.0910, 0.0827, -0.0895, 0.0463], "total_energy_ev": -14530.0711, "homo_lumo_gap_ev": 6.591, "largest_force_ev_per_a": 0.872, "charge": -1, "lumo_energy_ev": 3.9, "relative_energy_ev": 0.0223, "e_homo_ev": -2.72}

3.
{"formula": "C25H21Br2F4IrN5PSSe", "method": "ωB97M-V/def2-TZVPD", "elements": ["Ir", "F", "C", "C", "F", "C", "F", "C", "P", "C", "C", "C", "C", "C", "C", "C", "C", "C", "C", "C", "C", "C", "Br", "C", "F", "H", "H", "H", "H", "H", "H", "H", "H", "H", "H", "Se", "N", "C", "C", "N", "C", "H", "H", "H", "H", "Br", "C", "C", "C", "N", "N", "C", "N", "S", "H", "H", "H", "H", "H", "H", "H"], "positions_angstrom": [[-0.462968, -0.272252, 0.269373], [5.704449, -0.453290, 4.597922], [4.486274, -0.299246, 4.083506], [3.373389, -0.362137, 4.894558], [3.510594, -0.572607, 6.203157], [2.120274, -0.202477, 4.335341], [1.095833, -0.248158, 5.193316], [1.904471, 0.004997, 2.972423], [0.120455, -0.015734, 2.416264], [-0.409798, -1.492711, 3.365055], [0.343626, -2.654928, 3.220691], [-0.050715, -3.830058, 3.841681], [-1.208853, -3.854345, 4.607615], [-1.957311, -2.696464, 4.758123], [-1.558363, -1.518187, 4.142922], [-0.572928, 1.426155, 3.280349], [0.189297, 2.327140, 4.013270], [-0.407796, 3.431220, 4.604760], [-1.771334, 3.640251, 4.473512], [-2.536533, 2.750018, 3.732408], [-1.940346, 1.655297, 3.127840], [3.057877, 0.117312, 2.179515], [3.086199, 0.605566, 0.362876], [4.319855, -0.048265, 2.736272], [5.424443, 0.042464, 1.988962], [1.248783, -2.642933, 2.623712], [0.547048, -4.726232, 3.729001], [-1.520564, -4.770274, 5.092718], [-2.857882, -2.706288, 5.358294], [-2.150524, -0.621851, 4.275492], [1.258529, 2.195105, 4.111033], [0.198896, 4.131653, 5.163904], [-2.234966, 4.501019, 4.937785], [-3.598532, 2.916306, 3.607374], [-2.533033, 0.988626, 2.513074], [-0.207650, 2.023798, -0.085994], [-0.550863, -0.507777, -3.964716], [-1.905639, -0.349539, -3.789031], [-2.105299, -0.335037, -2.444856], [-0.895625, -0.484922, -1.812277], [0.021204, -0.579592, -2.746299], [-0.063096, -0.544944, -4.842267], [-2.588276, -0.261090, -4.613474], [-3.011749, -0.226744, -1.876497], [1.079546, -0.674560, -2.574070], [-2.882080, -1.004204, 0.848530], [-2.596953, -3.860690, -1.478642], [-1.772517, -4.036708, -0.203048], [-0.361686, -3.588496, -0.367642], [0.182148, -2.495618, 0.056409], [1.534437, -2.417466, -0.187304], [1.978167, -3.405781, -0.881637], [3.267545, -3.470520, -1.344090], [0.783046, -4.611762, -1.209505], [-3.618780, -4.197268, -1.309008], [-2.178377, -4.433711, -2.308761], [-2.632818, -2.808625, -1.758653], [-1.758815, -5.087733, 0.095797], [-2.207052, -3.458122, 0.609159], [3.886474, -2.816905, -0.886548], [3.659363, -4.387876, -1.478671]], "forces_ev_per_a": [[-0.8, 0.4, 0.1], [-0.1, 0.0, 0.0], [0.1, 0.0, 0.1], [0.0, 0.0, 0.1], [0.0, 0.0, -0.1], [-0.1, 0.0, 0.0], [0.1, 0.0, 0.0], [0.0, 0.0, -0.1], [0.1, 0.1, 0.1], [0.1, 0.0, -0.1], [0.0, -0.1, 0.0], [0.0, 0.0, 0.0], [0.0, 0.0, 0.0], [0.0, 0.0, 0.0], [-0.1, 0.0, 0.0], [0.0, 0.0, 0.0], [0.0, 0.0, 0.0], [0.0, 0.0, 0.0], [0.0, 0.0, 0.0], [0.0, 0.0, 0.0], [0.0, 0.0, 0.0], [0.0, 0.1, 0.0], [0.1, -0.1, 0.0], [0.0, 0.0, -0.1], [-0.1, 0.0, 0.1], [0.0, 0.0, 0.0], [0.0, 0.0, 0.0], [0.0, 0.0, 0.0], [0.0, 0.0, 0.0], [0.0, 0.0, 0.0], [0.0, 0.0, 0.0], [0.0, 0.0, 0.0], [0.0, 0.0, 0.0], [0.0, 0.0, 0.0], [0.0, 0.0, 0.0], [0.0, -1.0, 0.1], [0.1, -0.1, 0.0], [0.0, 0.0, 0.1], [0.0, 0.0, -0.1], [0.0, 0.1, 0.0], [0.0, 0.0, 0.0], [0.0, 0.0, 0.0], [0.0, 0.0, 0.0], [0.0, 0.0, 0.0], [0.0, 0.0, 0.0], [0.4, 0.0, -0.1], [0.0, 0.0, 0.0], [0.0, 0.0, 0.0], [0.1, -0.2, 0.0], [0.2, 0.3, -0.1], [0.1, 0.4, 0.0], [0.0, -0.2, 0.1], [0.0, 0.0, 0.0], [-0.2, 0.1, 0.0], [0.0, 0.0, 0.0], [0.0, 0.0, 0.0], [0.0, 0.0, 0.0], [0.0, 0.0, 0.0], [0.0, 0.0, 0.0], [0.0, 0.0, 0.0], [0.0, 0.0, 0.0]], "lowdin_charge": [0.3820, 0.1363, -0.1352, -0.1319, 0.1338, -0.2368, 0.1097, -0.2677, 0.8056, -0.3749, -0.1144, -0.0793, -0.0854, -0.0706, -0.0986, -0.3884, -0.0803, -0.0729, -0.0810, -0.0686, -0.1465, -0.5682, 0.7733, -0.2742, 0.0613, 0.0963, 0.1017, 0.1004, 0.1054, 0.0982, 0.1025, 0.1035, 0.1016, 0.1063, 0.0083, 0.0132, 0.0718, -0.0727, -0.1775, -0.1844, -0.1901, 0.1544, 0.1134, 0.0620, 0.1240, 0.1567, -0.0958, -0.2819, -0.5803, -0.1279, -0.0109, -0.7207, 0.0910, 1.1091, 0.0803, 0.0706, 0.0368, 0.1101, 0.0131, 0.0963, 0.0881], "total_energy_ev": -272981.5277, "homo_lumo_gap_ev": [6.143, 6.138], "largest_force_ev_per_a": 0.966, "lumo_energy_ev": [-0.4, -0.4], "relative_energy_ev": 0.0000, "e_homo_ev": [-6.53, -6.53]}